[1]
The following is a DFT calculation (ωB97M-V/def2-TZVPD) of C36H29BrN3O4PPd as an isolated structure.

Its LUMO energy (alpha / beta) is 0.3003 / -0.9596 eV. The HOMO-LUMO gap (alpha / beta) comes out at 7.687 / 8.114 eV. As for the HOMO energy (alpha / beta): -0.2715 / -0.3334 Ha. The multiplicity is 5. The energy above the lowest of the compared OMol25 structures with the same formula, charge and spin is 12.9 kcal/mol.

Geometry (Å):
Pd 0.06 0.76 -0.46
C -2.56 2.55 -3.86
C -2.07 1.68 -2.72
O -0.86 1.63 -2.52
C -3.08 1.02 -1.89
C -2.81 0.01 -1.04
C -3.76 -0.46 0.01
N -1.54 -0.57 -1.03
N -1.32 -1.52 -1.91
C 0.00 -1.73 -2.11
O 0.91 -0.98 -1.69
C 0.36 -2.96 -2.86
C -0.60 -3.88 -3.27
C -0.22 -5.04 -3.92
C 1.12 -5.30 -4.17
C 2.09 -4.38 -3.76
C 1.71 -3.22 -3.11
H -2.05 2.25 -4.77
H -3.63 2.48 -4.00
H -2.28 3.59 -3.65
H -4.08 1.43 -1.92
H -4.77 -0.09 -0.16
H -3.76 -1.55 0.05
H -3.40 -0.09 0.97
H -1.64 -3.67 -3.07
H -0.97 -5.75 -4.24
H 1.42 -6.21 -4.68
H 3.13 -4.58 -3.96
H 2.44 -2.50 -2.78
C -0.21 0.30 5.81
C -0.71 1.11 4.81
C -0.37 0.88 3.48
C 0.49 -0.17 3.16
C 0.99 -0.99 4.17
C 0.64 -0.75 5.49
P 0.94 -0.38 1.42
C 1.05 -2.17 1.17
C 2.24 -2.83 0.91
C 2.24 -4.18 0.59
C 1.05 -4.88 0.52
C -0.15 -4.23 0.78
C -0.16 -2.88 1.10
C 2.59 0.29 1.14
C 3.71 0.44 1.96
C 4.84 1.05 1.43
C 4.87 1.51 0.12
C 3.75 1.38 -0.71
C 2.66 0.78 -0.14
H -0.48 0.48 6.84
H -1.38 1.93 5.05
H -0.76 1.50 2.68
H 1.64 -1.82 3.92
H 1.03 -1.39 6.28
H 3.18 -2.28 0.94
H 3.18 -4.68 0.39
H 1.05 -5.93 0.26
H -1.09 -4.77 0.71
H -1.09 -2.36 1.27
H 3.70 0.09 2.98
H 5.72 1.17 2.05
H 5.76 1.99 -0.26
H 3.75 1.76 -1.72
Br -4.96 6.28 -0.20
C -3.13 5.98 0.14
C -2.30 7.06 0.44
N -1.00 6.91 0.68
C -0.49 5.68 0.61
C -1.24 4.56 0.33
C -2.60 4.71 0.09
C -0.63 3.19 0.25
O 0.56 3.07 -0.09
O -1.38 2.20 0.51
H -2.70 8.06 0.50
H 0.58 5.58 0.79
H -3.22 3.84 -0.11

Results of the Löwdin charge analysis, in e, for atoms 1 through 5: Pd 0.955; C -0.003; C -0.415; O 0.010; C 0.003

***

[2]
The following is a DFT calculation (ωB97M-V/def2-TZVPD) of C30H45BrN2P2STi as an isolated structure at a distorted geometry.

Its LUMO energy (alpha / beta) is -6.6194 / -6.8067 eV. The HOMO-LUMO gap (alpha / beta) comes out at 6.190 / 6.591 eV. Its net charge is +2. As for the HOMO energy (alpha / beta): -0.4707 / -0.4923 Ha. The multiplicity is 3. The energy above the lowest of the compared OMol25 structures with the same formula, charge and spin is 0.0 kcal/mol.

Geometry (Å):
N -5.39 -1.23 3.95
C -4.48 -0.34 4.38
C -3.90 0.61 3.54
C -4.19 0.58 2.16
C -5.10 -0.40 1.69
C -5.69 -1.26 2.65
C -3.45 1.48 1.31
Ti 0.31 1.23 -1.33
P 2.77 0.44 -1.60
C -3.30 1.39 -0.02
C -2.18 1.99 -0.79
C -2.07 1.69 -2.16
C -0.93 2.05 -2.92
C -0.05 3.01 -2.37
C -0.08 3.30 -0.98
C -1.13 2.74 -0.22
Br 1.48 3.68 -3.57
H -2.92 2.27 1.85
H -3.98 0.76 -0.60
H -3.20 1.36 3.93
H -5.36 -0.50 0.62
H -4.23 -0.34 5.44
H -6.46 -1.98 2.34
H -2.87 1.16 -2.67
H -1.22 3.03 0.82
H -0.78 1.63 -3.92
H 0.67 3.93 -0.49
P -0.34 -1.63 -0.69
C 3.20 1.99 -0.69
C 3.97 3.07 -1.45
H 3.78 1.67 0.19
H 2.28 2.45 -0.26
H 4.17 3.92 -0.78
H 4.93 2.72 -1.85
H 3.34 3.45 -2.27
C 2.42 0.38 -3.42
C 3.64 0.56 -4.33
H 1.66 1.13 -3.67
H 1.97 -0.61 -3.62
H 3.29 0.86 -5.33
H 4.34 1.34 -3.98
H 4.18 -0.39 -4.45
C 4.14 -0.69 -1.34
C 5.50 -0.02 -1.49
H 4.05 -1.54 -2.03
H 4.05 -1.10 -0.33
H 6.29 -0.77 -1.37
H 5.65 0.43 -2.48
H 5.65 0.75 -0.73
C 0.61 -2.97 0.21
C 2.10 -3.05 -0.08
H 0.12 -3.93 -0.03
H 0.45 -2.81 1.28
H 2.47 -4.06 0.15
H 2.35 -2.83 -1.13
H 2.64 -2.35 0.56
C -0.31 -2.40 -2.38
C -1.28 -1.75 -3.38
H -0.53 -3.47 -2.25
H 0.73 -2.31 -2.73
H -1.18 -2.27 -4.34
H -2.33 -1.83 -3.05
H -1.04 -0.69 -3.54
C -2.04 -2.22 -0.16
C -2.26 -2.60 1.30
H -2.29 -3.08 -0.81
H -2.71 -1.39 -0.43
H -3.31 -2.91 1.45
H -1.64 -3.45 1.63
H -2.08 -1.74 1.96
S 0.52 0.65 1.29
C 0.05 0.52 2.96
N -0.42 -0.69 3.44
C -0.80 -0.88 4.74
C -0.63 0.14 5.67
C -0.06 1.35 5.23
C 0.24 1.55 3.88
H -0.45 -1.49 2.79
H -1.22 -1.86 4.98
H -0.93 -0.02 6.70
H 0.12 2.14 5.94
H 0.67 2.46 3.50

Results of the Löwdin charge analysis, in e, for atoms 1 through 5: N 0.078; C -0.131; C -0.023; C -0.220; C 0.002

***

[3]
The following is a DFT calculation (ωB97M-V/def2-TZVPD) of C6H11N2O2S2 as an isolated structure at a distorted geometry.

Its LUMO energy is -3.3586 eV. The HOMO-LUMO gap comes out at 9.179 eV. Its net charge is +1. As for the HOMO energy: -0.4608 Ha. The energy above the lowest of the compared OMol25 structures with the same formula, charge and spin is 95.5 kcal/mol.

Geometry (Å):
C 2.65 1.01 -2.31
C 1.85 1.24 -1.42
C -0.68 -1.09 -0.51
C -1.89 -1.59 1.74
C 0.20 -2.22 -0.65
C 0.43 2.88 -0.84
N -2.77 -2.25 2.51
N -0.79 -0.88 2.07
O -0.75 -0.24 -1.49
O 1.00 1.64 -0.51
S -0.19 0.16 0.81
S -2.36 -1.45 0.15
H -0.20 -0.37 -2.29
H 3.14 0.70 -3.18
H 1.18 -1.84 -0.79
H 0.19 -2.93 0.10
H -0.01 -2.74 -1.64
H -0.67 2.79 -1.22
H 1.17 3.51 -1.36
H 0.36 3.17 0.24
H -2.67 -2.38 3.55
H -3.52 -2.81 2.20
H -0.49 -0.81 3.09

Results of the Löwdin charge analysis, in e, for atoms 1 through 5: C 0.163; C -0.264; C -1.008; C -0.738; C -0.068

***

Question: Number 1 is which compound?
Answer: C36H29BrN3O4PPd